{
  "formula": "C10H25NOP2PbSSi",
  "method": "ωB97M-V/def2-TZVPD",
  "e_above_lowest_kcal_mol": 0.0,
  "homo_lumo_gap_ha": 0.288,
  "total_charge": 2,
  "spin_multiplicity": 1,
  "max_force_ev_per_a": 0.8,
  "total_energy_ev": -56839.6332,
  "lumo_energy_ha": -0.2767,
  "homo_energy_ev": -15.4,
  "symbols": ["O", "H", "S", "H", "H", "C", "H", "Pb", "C", "H", "N", "H", "H", "H", "C", "H", "H", "H", "Si", "H", "C", "C", "C", "H", "H", "C", "H", "C", "H", "P", "C", "P", "H", "H", "H", "H", "H", "H", "H", "H", "H", "C"],
  "xyz": [[-0.583325, 1.912871, 0.720780], [2.025493, 0.286167, 0.465113], [-0.995929, -2.351703, 3.497800], [1.075600, -3.031269, -2.140300], [2.689190, -0.329051, -1.068849], [-0.464067, -1.943375, 2.120391], [1.973574, -3.915437, 0.697537], [-2.463611, 1.433887, 0.126408], [2.362987, -2.906121, 0.563341], [-1.050886, 4.023817, 3.100596], [-0.098364, -1.587758, 1.008726], [-4.064956, -1.662258, -0.952594], [0.251257, 1.170026, 3.549232], [-2.904887, -0.796337, -3.926912], [1.092740, 1.511504, 2.942336], [-0.917860, -2.178818, -3.265889], [-3.662415, 0.465964, -2.947010], [-2.719727, -2.682678, -0.432603], [0.534352, 2.753676, 1.635268], [-0.347057, -3.368862, -1.162659], [-0.291684, 4.272727, 2.356430], [-2.713631, -0.015938, -3.190427], [-0.506174, -1.602558, -2.434685], [0.146527, -0.843333, -2.869285], [1.817941, 1.970207, 3.618225], [-3.106382, -2.084974, -1.257950], [3.215705, -2.935276, -0.116572], [1.977437, 3.264923, 0.530640], [-0.764760, 4.863637, 1.568446], [-1.960236, -0.724389, -1.681477], [0.288241, -2.565257, -1.541136], [1.094850, -1.819924, -0.093655], [2.829523, 2.585717, 0.595124], [-2.047938, 0.729526, -3.627703], [2.331384, 4.245217, 0.855924], [2.692818, -2.510552, 1.525542], [-3.272221, -2.722634, -2.126605], [0.444902, 4.913924, 2.844157], [1.055926, 0.399585, -0.997958], [1.685341, 3.360079, -0.517199], [1.567057, 0.630558, 2.500584], [1.783270, -0.215512, -0.471135]],
  "forces_ev_per_angstrom": [[-0.4, -0.4, -0.5], [0.1, 0.0, 0.0], [0.0, 0.0, 0.1], [0.0, 0.0, 0.0], [0.0, 0.0, 0.0], [0.1, 0.0, -0.1], [0.0, 0.0, 0.0], [0.2, 0.3, 0.4], [-0.2, 0.1, -0.1], [0.0, 0.0, 0.0], [-0.1, 0.0, 0.0], [0.0, 0.0, 0.0], [0.0, 0.0, 0.0], [0.0, 0.0, 0.0], [-0.1, 0.3, -0.1], [0.0, 0.0, 0.0], [0.0, 0.0, 0.0], [0.0, 0.0, 0.0], [0.3, 0.2, 0.3], [0.1, -0.1, 0.0], [0.1, -0.3, -0.1], [0.1, 0.0, 0.2], [-0.1, 0.2, 0.3], [0.0, 0.0, 0.0], [0.0, 0.0, 0.0], [0.1, 0.2, 0.1], [0.0, 0.0, 0.0], [-0.3, -0.1, 0.2], [0.0, 0.0, 0.0], [-0.1, -0.5, -0.6], [0.2, 0.3, 0.1], [0.0, -0.1, 0.0], [0.0, 0.0, 0.0], [0.0, 0.0, 0.0], [0.0, 0.0, 0.0], [0.0, 0.0, 0.0], [0.0, 0.0, 0.0], [0.0, 0.0, 0.0], [0.0, 0.0, 0.0], [0.0, 0.0, 0.0], [0.0, 0.0, 0.0], [0.0, -0.2, 0.0]]
}